DFT (ωB97M-V with the def2-TZVPD basis set) results for a structure of composition C28H33BIrN10O2.

Output
Kohn-Sham gap (alpha / beta), eV: 7.643 / 4.828
HOMO energy (alpha / beta), eV: -13.49 / -13.49
Multiplicity: 6
Charge: +2
Energy above the lowest of the compared OMol25 structures with the same formula, charge and spin, kJ/mol: 0.0
<S²>: 8.7987

Cartesian coordinates (Å):
Ir 0.116 0.207 0.099
C -2.709 -0.752 -1.933
C -2.552 -1.399 -0.604
C -3.389 -2.306 0.043
C -2.733 -2.637 1.212
N -1.578 -1.957 1.263
N -1.465 -1.204 0.148
B -0.407 -2.151 2.268
N -0.098 -0.774 2.959
C 0.049 -0.447 4.235
C 0.501 0.872 4.320
C 0.619 1.308 3.022
C 1.070 2.639 2.540
N 0.251 0.296 2.179
N 0.856 -2.533 1.444
C 1.781 -3.487 1.643
C 2.617 -3.522 0.546
C 2.140 -2.524 -0.310
C 2.629 -2.147 -1.663
N 1.078 -1.939 0.244
N -0.761 -3.229 3.240
C -0.819 -4.571 3.002
C -1.524 -5.157 4.016
C -1.919 -4.083 4.847
C -2.726 -4.139 6.100
N -1.481 -2.934 4.365
H -3.750 -0.772 -2.247
H -2.378 0.289 -1.918
H -2.124 -1.282 -2.687
H -4.335 -2.679 -0.302
H -3.003 -3.312 2.005
H -0.189 -1.168 4.997
H 0.715 1.426 5.215
H 1.725 3.089 3.283
H 1.617 2.561 1.602
H 0.222 3.313 2.400
H 1.776 -4.082 2.539
H 3.445 -4.186 0.381
H 3.698 -1.935 -1.654
H 2.464 -2.970 -2.361
H 2.095 -1.278 -2.049
H -0.362 -5.008 2.132
H -1.727 -6.204 4.152
H -2.515 -5.052 6.654
H -2.502 -3.286 6.736
H -3.793 -4.125 5.871
C -3.940 2.686 0.573
C -2.491 2.505 0.247
O -1.999 1.387 0.356
C -1.686 3.668 -0.193
C -2.259 4.917 -0.256
C -1.532 6.052 -0.670
C -0.191 5.939 -1.043
C 0.417 4.714 -1.004
C -0.286 3.528 -0.565
O 0.366 2.454 -0.527
H -4.360 1.719 0.834
H -4.480 3.108 -0.274
H -4.063 3.369 1.415
H -3.296 5.053 0.013
H -2.026 7.012 -0.699
H 0.355 6.816 -1.361
H 1.453 4.581 -1.281
C 2.446 1.580 -2.485
C 2.968 1.100 -1.182
N 2.285 0.548 -0.189
C 3.203 0.167 0.774
C 4.443 0.516 0.362
N 4.275 1.104 -0.869
H 1.373 1.418 -2.546
H 2.924 1.044 -3.305
H 2.642 2.644 -2.619
H 2.902 -0.334 1.675
H 5.408 0.400 0.818
H 5.013 1.449 -1.463

Cartesian forces, eV/Å:
0.21 -0.46 0.02
-0.03 0.03 -0.08
0.02 -0.02 -0.11
0.07 0.05 0.02
0.10 0.08 0.02
-0.02 -0.15 0.09
-0.06 0.22 -0.04
0.14 -0.01 -0.08
-0.07 -0.03 -0.14
-0.01 0.01 0.00
-0.02 -0.11 -0.01
0.03 -0.06 -0.05
0.05 0.03 -0.02
0.00 0.06 0.20
-0.22 -0.03 -0.03
0.03 0.06 -0.06
-0.04 0.07 0.07
-0.05 -0.07 -0.03
-0.03 -0.03 -0.16
0.13 0.06 0.16
-0.22 -0.09 0.16
0.09 -0.14 0.02
0.05 0.16 -0.16
0.03 0.12 -0.03
0.00 0.02 0.01
0.10 0.11 0.11
0.01 0.00 0.00
0.01 -0.01 0.01
0.00 -0.01 -0.02
-0.06 -0.02 -0.03
-0.03 -0.04 0.05
-0.02 -0.04 0.06
0.01 0.03 0.06
-0.02 0.02 0.01
-0.01 0.00 -0.02
-0.02 -0.01 -0.04
0.02 -0.02 0.03
0.05 -0.04 -0.02
0.01 0.01 0.02
0.04 0.00 0.01
0.00 -0.11 0.01
0.02 -0.04 -0.04
-0.01 -0.06 -0.01
-0.01 -0.01 0.00
-0.02 0.02 0.00
0.00 -0.02 0.02
-0.02 -0.06 0.04
0.01 -0.01 0.06
-0.05 0.09 -0.01
-0.10 0.16 0.01
0.08 -0.14 0.00
-0.05 -0.06 0.02
0.11 -0.06 -0.03
-0.03 0.09 0.00
0.04 -0.12 -0.03
-0.14 0.32 0.08
-0.01 0.02 -0.01
-0.03 0.00 -0.04
0.00 0.03 0.04
-0.01 -0.02 0.01
-0.02 0.04 0.00
0.03 0.01 -0.02
0.05 0.01 -0.01
-0.04 -0.01 -0.07
0.00 0.09 -0.12
0.00 0.14 -0.09
0.07 0.06 0.05
-0.03 -0.06 0.12
-0.11 -0.01 -0.06
0.01 0.00 -0.01
0.02 0.00 -0.01
-0.01 0.00 -0.01
-0.01 -0.03 0.10
0.04 -0.01 0.04
-0.02 0.00 0.00



DFT (ωB97M-V with the def2-TZVPD basis set) results for a cluster of 2 separate species, C28H33BN3 in total at a distorted geometry.

Output
Kohn-Sham gap, eV: 5.211
HOMO energy, eV: -9.44
Multiplicity: 1
Charge: +1
Energy above the lowest of the compared OMol25 structures with the same formula, charge and spin, kJ/mol: 15.2

Cartesian coordinates (Å):
C -4.307 5.641 0.875
N -3.713 5.116 2.086
C -4.157 3.986 2.742
C -3.333 3.722 3.827
C -3.455 2.569 4.785
C -2.190 1.913 5.219
C -0.863 2.060 4.787
N -0.032 1.368 5.652
C 1.397 1.295 5.480
C -0.780 0.793 6.679
C -2.137 1.162 6.461
C -3.071 0.793 7.421
C -2.673 -0.050 8.473
C -1.335 -0.449 8.631
C -0.343 -0.003 7.738
C -2.331 4.786 3.862
C -2.590 5.632 2.733
C -1.776 6.705 2.356
C -0.666 6.996 3.156
C -0.444 6.226 4.312
C -1.279 5.147 4.682
H -3.864 6.586 0.571
H -4.192 4.939 0.046
H -5.385 5.798 0.975
H -5.071 3.461 2.476
H -4.155 1.795 4.437
H -0.417 2.592 3.951
H 1.840 0.767 6.316
H 1.665 0.754 4.569
H 1.841 2.294 5.432
H -4.096 1.152 7.304
H -3.454 -0.410 9.158
H -1.092 -1.074 9.484
H 0.702 -0.284 7.861
H -1.964 7.243 1.425
H 0.026 7.804 2.901
H 0.411 6.456 4.936
H -1.158 4.597 5.618
C -8.641 -3.556 8.589
C -8.228 -2.446 9.572
C -9.411 -2.104 10.474
C -7.059 -2.953 10.436
C -7.791 -1.229 8.815
C -8.389 0.013 9.052
C -7.973 1.068 8.301
N -7.068 0.934 7.320
B -6.886 2.288 6.797
H -3.855 2.963 5.700
C -6.407 -0.252 7.139
C -6.763 -1.363 7.871
H -7.804 -3.836 7.933
H -8.960 -4.428 9.179
H -9.475 -3.205 7.962
H -9.147 -1.330 11.202
H -10.266 -1.755 9.885
H -9.695 -3.012 11.007
H -6.747 -2.168 11.140
H -7.405 -3.836 10.991
H -6.194 -3.221 9.812
H -9.209 0.215 9.752
H -8.339 2.069 8.510
H -7.341 2.521 5.655
H -6.280 3.036 7.531
H -5.586 -0.235 6.437
H -6.270 -2.337 7.680

Cartesian forces, eV/Å:
-0.35 -0.30 -0.41
-0.05 0.37 0.03
1.10 0.14 1.16
-0.12 0.31 -0.77
0.13 0.16 -0.47
1.76 0.33 0.31
-1.44 -1.00 1.05
-0.52 0.05 0.07
0.30 -0.04 -0.15
0.52 0.42 -0.83
1.05 0.05 -0.51
-0.01 -0.64 0.24
-0.71 0.42 -0.43
0.20 0.40 -0.42
-0.90 -0.24 0.48
-1.05 0.34 -1.31
-0.41 -0.91 -0.09
0.35 -0.03 0.05
-0.56 -0.50 -0.04
-0.44 -0.67 0.40
0.88 0.70 0.40
0.11 -0.03 0.23
0.19 0.00 0.01
0.11 0.07 0.28
0.35 0.18 -0.27
-0.03 0.28 -0.23
-0.33 -0.11 0.16
0.04 -0.01 0.11
-0.08 0.03 0.05
-0.11 -0.09 0.04
0.18 -0.20 0.27
0.54 0.21 -0.10
0.15 0.03 -0.20
-0.29 0.07 0.02
0.04 -0.03 0.38
-0.35 -0.33 0.05
-0.10 0.05 0.05
0.41 0.28 -0.31
-0.08 0.21 -0.09
-0.20 -0.29 0.34
0.02 -0.25 0.05
0.07 0.19 0.01
-0.16 -0.55 0.17
-0.28 0.06 -0.19
-0.21 -0.09 0.28
0.61 -1.37 1.12
0.82 1.43 -2.13
-0.63 0.28 0.75
-0.40 0.53 -0.14
0.04 0.36 -0.31
-0.32 -0.10 0.22
0.09 0.20 -0.36
0.19 -0.27 0.14
-0.08 -0.22 0.04
0.01 -0.12 0.13
-0.14 0.18 0.06
-0.03 -0.33 -0.07
0.27 0.26 -0.11
-0.21 -0.05 0.26
0.65 -0.44 -0.22
-0.10 0.08 -0.21
0.54 -0.11 1.39
-0.56 -0.19 -0.50
-0.14 -0.09 -0.18
-0.31 0.94 0.23



DFT (ωB97M-V with the def2-TZVPD basis set) results for a structure of composition C28H33CuGeO4PS5.

Output
Kohn-Sham gap (alpha / beta), eV: 6.308 / 6.757
HOMO energy (alpha / beta), eV: -2.14 / -2.59
Multiplicity: 2
Charge: -2
Energy above the lowest of the compared OMol25 structures with the same formula, charge and spin, kJ/mol: 5.3
<S²>: 0.7565

Cartesian coordinates (Å):
Cu -1.902 -2.793 -2.010
S -3.406 -6.495 -4.006
C -2.855 -5.091 -3.309
S -3.841 -3.935 -2.489
S -1.194 -4.616 -3.233
O -2.140 1.081 -1.073
C -1.826 0.078 -1.740
O -2.591 -0.902 -1.973
C -0.435 0.091 -2.362
C 0.568 0.816 -1.482
Ge -0.072 2.460 -0.623
C -0.983 3.890 -1.655
C -2.351 3.833 -1.936
C -2.988 4.872 -2.602
C -2.274 5.990 -3.010
C -0.916 6.064 -2.741
C -0.284 5.026 -2.066
C -0.912 2.316 1.141
C -1.046 1.077 1.762
C -1.609 0.970 3.025
C -2.061 2.106 3.686
C -1.953 3.345 3.071
C -1.382 3.444 1.807
C 1.685 3.351 -0.180
C 1.959 3.887 1.079
C 3.173 4.500 1.365
C 4.155 4.591 0.390
C 3.913 4.058 -0.868
C 2.696 3.447 -1.139
H -0.545 0.598 -3.328
H -0.106 -0.931 -2.567
H 1.478 1.049 -2.037
H 0.878 0.155 -0.665
H -2.908 2.957 -1.632
H -4.050 4.802 -2.808
H -2.773 6.798 -3.533
H -0.345 6.931 -3.051
H 0.774 5.112 -1.851
H -0.750 0.175 1.239
H -1.710 -0.006 3.485
H -2.509 2.023 4.669
H -2.319 4.234 3.572
H -1.308 4.418 1.333
H 1.210 3.817 1.860
H 3.354 4.903 2.356
H 5.104 5.065 0.611
H 4.675 4.111 -1.637
H 2.533 3.034 -2.130
C -1.037 -5.697 0.353
C 0.226 -6.051 -0.408
C 1.144 -6.966 0.388
O 0.997 -4.923 -0.868
P 1.225 -3.489 -0.220
S 2.753 -2.667 -1.115
S -0.473 -2.398 -0.151
O 1.551 -3.971 1.302
C 1.674 -3.177 2.493
C 2.249 -1.788 2.277
C 0.336 -3.137 3.216
H -1.549 -6.628 0.606
H -1.706 -5.091 -0.256
H -0.813 -5.155 1.273
H -0.064 -6.540 -1.339
H 1.431 -6.493 1.328
H 2.048 -7.180 -0.182
H 0.631 -7.906 0.603
H 2.384 -3.749 3.103
H 1.584 -1.181 1.665
H 3.213 -1.834 1.778
H 2.363 -1.302 3.250
H -0.397 -2.596 2.618
H 0.450 -2.640 4.183
H -0.036 -4.149 3.384

Cartesian forces, eV/Å:
-0.06 -0.04 -0.16
-0.01 0.02 -0.06
0.03 -0.11 0.13
0.03 0.04 -0.10
-0.12 0.13 0.05
-0.09 0.07 0.05
0.10 -0.01 -0.09
-0.07 -0.18 0.09
0.04 -0.02 -0.05
0.04 0.06 -0.02
-0.04 0.03 -0.04
0.06 -0.05 0.00
0.00 -0.01 0.01
-0.02 0.00 -0.01
0.00 0.01 -0.01
0.01 0.02 -0.01
0.00 -0.02 0.01
0.04 -0.01 -0.03
-0.03 -0.04 0.01
-0.01 -0.01 0.02
-0.01 0.00 0.02
-0.02 0.02 0.02
0.03 0.01 -0.01
-0.06 -0.01 0.03
-0.01 0.00 0.01
0.01 0.01 0.01
0.02 0.01 0.01
0.02 0.00 -0.01
-0.01 -0.01 -0.04
0.01 0.03 0.01
0.01 0.11 -0.01
0.01 0.01 0.02
0.00 0.00 -0.04
-0.02 0.02 0.00
0.00 0.00 0.00
0.00 0.00 0.00
0.00 0.01 0.00
0.02 0.01 0.00
0.07 -0.03 0.01
0.00 0.00 0.01
0.00 0.00 0.00
0.00 0.00 0.00
0.00 0.00 0.00
0.01 0.00 0.01
0.00 0.00 0.00
0.00 0.00 0.00
0.00 0.00 0.00
0.01 0.00 -0.01
-0.04 0.00 -0.01
-0.01 -0.02 0.03
-0.01 0.02 -0.01
0.00 0.00 -0.05
0.04 -0.02 0.08
-0.05 0.03 0.07
0.08 -0.09 0.15
0.08 0.12 0.01
-0.04 -0.06 0.02
-0.02 -0.02 -0.03
0.02 -0.01 0.01
-0.01 0.00 0.00
0.01 -0.03 0.02
-0.01 -0.03 -0.02
0.00 0.00 0.02
0.00 0.00 0.00
0.01 -0.01 -0.01
-0.01 -0.01 0.00
-0.02 0.02 -0.02
-0.06 0.05 -0.04
0.05 0.00 -0.03
0.00 -0.01 -0.02
-0.02 0.02 0.00
0.00 0.00 0.00
0.00 -0.01 0.01



Question: The lowest energy above the lowest of the compared OMol25 structures with the same formula, charge and spin belongs to which entry?
Answer: C28H33BIrN10O2